P) Here is a structure of composition C26H32BrGeIrNO5Se from the Open Molecules 2025 dataset. Energies are from the ωB97M-V functional and the def2-TZVPD basis.

Output
highest occupied orbital energy: -3.6 eV
net charge: -1
lowest unoccupied orbital energy: 0.072 Eh

```
68
C26H32BrGeIrNO5Se (the ωB97M-V functional and the def2-TZVPD basis)
Ir 0.034 -0.411 -0.320
O 1.335 -3.922 -5.518
C 0.970 -3.214 -4.609
C 0.157 -1.923 -4.740
O -0.264 -1.442 -5.769
C -0.003 -1.396 -3.363
C 0.582 -2.328 -2.465
O 0.579 -2.196 -1.156
C 1.243 -3.419 -3.142
O 1.912 -4.325 -2.655
O -0.551 -0.325 -3.016
C -0.412 2.467 4.233
C -0.347 2.569 2.733
C -0.459 3.776 2.055
C -0.387 3.793 0.683
C -0.216 2.588 0.001
Br -0.231 2.589 -1.864
N -0.104 1.420 0.626
C -0.167 1.430 1.969
H -0.769 3.399 4.671
H 0.572 2.252 4.655
H -1.084 1.666 4.544
H -0.616 4.700 2.602
H -0.483 4.707 0.116
H -0.058 0.455 2.428
C 1.893 -1.949 2.493
Ge 3.488 -1.108 1.775
C 3.646 0.702 2.482
C 5.060 -2.129 2.332
C 3.545 -1.172 -0.178
Se 2.425 0.009 -1.243
C 3.300 1.686 -0.806
H 1.559 -1.436 3.398
H 2.090 -2.995 2.737
H 1.108 -1.893 1.733
H 3.884 0.642 3.547
H 2.702 1.241 2.373
H 4.435 1.269 1.986
H 5.167 -2.131 3.419
H 5.969 -1.711 1.895
H 4.962 -3.162 1.993
H 3.232 -2.173 -0.482
H 4.567 -1.021 -0.534
H 3.005 2.063 0.171
H 3.022 2.402 -1.573
H 4.374 1.514 -0.834
C -4.008 -1.486 0.681
C -2.890 -1.119 -0.310
C -2.712 -2.288 -1.285
C -1.569 -0.879 0.407
C -3.277 0.190 -1.009
C -3.466 0.286 -2.381
C -3.851 1.488 -2.962
C -4.062 2.616 -2.183
C -3.869 2.536 -0.808
C -3.477 1.336 -0.234
H -3.747 -2.406 1.212
H -4.951 -1.648 0.154
H -4.165 -0.697 1.420
H -2.363 -3.170 -0.744
H -1.976 -2.053 -2.047
H -3.666 -2.531 -1.763
H -1.680 -0.957 1.506
H -3.280 -0.566 -3.017
H -3.967 1.541 -4.037
H -4.358 3.551 -2.641
H -4.014 3.411 -0.183
H -3.321 1.288 0.840
```

natural (NBO) atomic charge list, values in e, 4 entries: 0.407 -0.546 0.375 0.380

***

Q) Here is a structure of composition C26H32BrGeIrNO5Se from the Open Molecules 2025 dataset. Energies are from the ωB97M-V functional and the def2-TZVPD basis.

Output
highest occupied orbital energy: -4.1 eV
net charge: -1
lowest unoccupied orbital energy: 0.079 Eh

```
68
C26H32BrGeIrNO5Se (the ωB97M-V functional and the def2-TZVPD basis)
Ir -0.526 -0.390 -0.313
O 0.056 -5.713 -3.427
C -0.058 -4.689 -2.798
C -0.995 -3.534 -3.119
O -1.766 -3.473 -4.056
C -0.743 -2.540 -2.078
C 0.213 -2.998 -1.159
O 0.584 -2.283 -0.157
C 0.705 -4.321 -1.539
O 1.561 -4.995 -0.995
O -1.282 -1.369 -1.979
C 1.262 -1.719 4.484
C 1.054 -0.533 3.586
C 1.427 0.755 3.943
C 1.220 1.791 3.055
C 0.641 1.518 1.825
Br 0.406 2.960 0.638
N 0.288 0.290 1.449
C 0.488 -0.707 2.337
H 1.706 -1.420 5.432
H 1.923 -2.445 4.007
H 0.318 -2.224 4.692
H 1.883 0.950 4.906
H 1.511 2.804 3.291
H 0.202 -1.686 1.976
C 3.497 -1.786 0.718
Ge 4.318 -0.543 -0.534
C 4.203 1.277 0.195
C 6.213 -0.983 -0.813
C 3.401 -0.691 -2.257
Se 1.522 -0.132 -2.271
C 1.826 1.764 -2.536
H 3.901 -1.653 1.723
H 3.638 -2.819 0.402
H 2.420 -1.607 0.722
H 4.850 1.356 1.071
H 3.183 1.511 0.501
H 4.520 2.028 -0.530
H 6.758 -0.950 0.131
H 6.681 -0.280 -1.504
H 6.309 -1.987 -1.229
H 3.386 -1.744 -2.541
H 3.913 -0.146 -3.053
H 2.436 2.186 -1.741
H 0.840 2.225 -2.522
H 2.299 1.921 -3.504
C -4.125 -0.658 -0.596
C -3.394 0.687 -0.663
C -3.170 1.053 -2.144
C -2.047 0.568 0.066
C -4.198 1.814 -0.020
C -3.613 3.079 0.093
C -4.293 4.146 0.654
C -5.591 3.978 1.123
C -6.185 2.732 1.024
C -5.496 1.663 0.459
H -3.507 -1.418 -1.071
H -5.079 -0.607 -1.127
H -4.313 -0.956 0.438
H -2.605 0.263 -2.632
H -2.613 1.987 -2.233
H -4.132 1.177 -2.650
H -2.114 1.088 1.036
H -2.598 3.220 -0.260
H -3.809 5.113 0.729
H -6.127 4.810 1.563
H -7.195 2.582 1.389
H -5.984 0.700 0.399
```

natural (NBO) atomic charge list, values in e, 4 entries: 0.588 -0.524 0.384 0.370

***

Q) is preferred energetically. Next in line: 0.0461 hartree higher.

***

P) Here is a cluster of 16 separate species, C3H37O16 in total from the Open Molecules 2025 dataset. Energies are from the ωB97M-V functional and the def2-TZVPD basis.

Output
highest occupied orbital energy: -6.9 eV
net charge: -1
lowest unoccupied orbital energy: 0.097 Eh

```
56
C3H37O16 (the ωB97M-V functional and the def2-TZVPD basis)
C -3.532 17.647 8.041
C -3.315 18.096 6.640
C -1.976 18.811 6.540
O -3.332 16.937 5.792
H -2.670 17.034 8.251
H -4.451 17.000 8.171
H -3.630 18.427 8.740
H -4.073 18.850 6.362
H -1.099 18.138 6.609
H -1.890 19.497 7.409
H -1.970 19.383 5.636
O -5.600 16.412 10.939
H -4.663 16.492 11.076
H -5.959 16.090 11.773
O 1.524 18.630 6.585
H 1.196 19.195 5.890
H 1.140 17.794 6.405
O -1.891 15.039 6.540
H -2.001 14.442 5.778
H -2.400 15.840 6.296
O -0.703 17.124 4.127
H 0.001 16.699 4.551
H -1.401 17.193 4.799
O -1.699 19.879 2.114
H -1.248 20.184 2.894
H -2.557 19.564 2.394
O -1.869 16.765 11.286
H -1.268 17.484 11.116
H -2.039 16.321 10.465
O 0.441 15.974 8.058
H 0.077 16.773 8.449
H -0.271 15.666 7.467
O -0.183 18.555 9.204
H -1.095 18.855 9.007
H 0.321 19.048 8.527
O -5.548 15.572 6.023
H -5.695 15.379 5.093
H -4.695 16.074 5.988
O -2.349 14.792 9.319
H -3.259 14.563 9.233
H -2.024 14.768 8.439
O -3.800 18.420 3.593
H -3.510 17.950 4.405
H -4.740 18.482 3.697
O 0.132 19.758 4.415
H -0.285 18.903 4.478
H 0.941 19.533 3.952
O -6.714 17.766 7.010
H -6.094 18.490 7.116
H -6.119 17.072 6.749
O -5.014 14.343 9.100
H -5.595 14.176 8.338
H -5.349 15.087 9.620
O -2.832 15.002 3.567
H -3.203 15.713 4.087
H -2.815 15.435 2.706
```

natural (NBO) atomic charge list, values in e, 4 entries: -0.649 0.085 -0.635 -0.996

***

Q) Here is a cluster of 16 separate species, C3H37O16 in total from the Open Molecules 2025 dataset. Energies are from the ωB97M-V functional and the def2-TZVPD basis.

Output
highest occupied orbital energy: -6.6 eV
net charge: -1
lowest unoccupied orbital energy: 0.083 Eh

```
56
C3H37O16 (the ωB97M-V functional and the def2-TZVPD basis)
C 0.029 1.884 1.107
C -0.128 0.436 0.682
C -1.144 -0.505 1.275
O -0.155 0.449 -0.721
H -0.684 2.474 0.569
H 1.044 2.241 0.872
H -0.176 1.941 2.134
H 0.796 0.039 0.915
H -2.145 -0.064 1.284
H -0.795 -0.777 2.264
H -1.132 -1.489 0.809
O 0.713 -2.171 -0.694
H 0.531 -2.388 -1.604
H 0.590 -1.192 -0.681
O 0.132 -4.552 0.396
H 0.413 -3.710 0.052
H -0.210 -4.315 1.229
O 1.127 -2.725 3.433
H 1.287 -2.282 2.591
H 1.376 -3.656 3.427
O -1.535 -4.131 2.752
H -2.170 -3.578 2.262
H -0.956 -3.576 3.269
O 2.325 0.404 -1.840
H 2.420 0.534 -2.758
H 1.412 0.412 -1.586
O -2.086 -1.736 -1.548
H -1.531 -1.114 -1.083
H -2.994 -1.388 -1.543
O 2.472 -1.964 1.294
H 1.737 -2.156 0.693
H 3.249 -2.300 0.858
O 3.515 2.836 -0.766
H 3.013 3.607 -0.478
H 2.866 2.182 -0.932
O -2.160 3.991 -2.019
H -2.977 4.120 -2.457
H -2.416 3.130 -1.647
O 2.938 0.746 1.857
H 2.688 -0.077 1.441
H 2.143 1.008 2.300
O 1.883 4.956 -0.300
H 1.894 5.689 -0.890
H 1.259 4.328 -0.715
O -2.910 -3.210 0.855
H -3.611 -3.814 0.570
H -2.433 -2.777 0.154
O -0.800 0.401 -3.431
H -0.569 0.377 -2.501
H -0.616 1.282 -3.742
O 0.532 2.985 -1.608
H 0.402 2.141 -1.133
H -0.372 3.305 -1.681
O -2.748 1.558 -1.121
H -1.941 1.335 -0.748
H -3.393 0.855 -1.119
```

natural (NBO) atomic charge list, values in e, 4 entries: -0.642 0.079 -0.646 -1.052

***

P) is preferred energetically. Next in line: 0.0543 hartree higher.

***

P) Here is a structure of composition C36H65BF4N2ORhSSi2Te from the Open Molecules 2025 dataset. Energies are from the ωB97M-V functional and the def2-TZVPD basis.

Output
⟨S²⟩: 6.02
spin multiplicity: 5
highest occupied orbital energy (alpha / beta): -10.1 / -11.3 eV
net charge: +1
lowest unoccupied orbital energy (alpha / beta): -0.088 / -0.191 Eh

```
114
C36H65BF4N2ORhSSi2Te (the ωB97M-V functional and the def2-TZVPD basis)
Rh -0.288 0.419 0.765
C 1.330 2.612 1.017
C 0.432 2.560 2.130
C 0.589 1.249 2.735
C 1.584 0.579 1.955
C 2.068 1.441 0.914
C 3.259 1.191 0.015
C 4.479 0.908 0.906
C 3.549 2.411 -0.859
C 3.018 -0.017 -0.891
C 0.025 0.609 4.018
C 0.738 -0.726 4.280
C 0.302 1.483 5.248
C -1.475 0.284 3.923
C -0.351 3.803 2.539
C -0.600 4.710 1.321
C 0.518 4.597 3.535
C -1.732 3.520 3.141
H 1.482 3.474 0.386
H 2.071 -0.338 2.248
H 4.665 1.742 1.584
H 5.369 0.765 0.289
H 4.336 0.007 1.507
H 3.762 3.294 -0.253
H 2.715 2.649 -1.522
H 4.424 2.217 -1.481
H 2.880 -0.924 -0.295
H 3.872 -0.182 -1.552
H 2.128 0.135 -1.507
H 1.816 -0.599 4.398
H 0.547 -1.445 3.479
H 0.349 -1.159 5.203
H 1.370 1.689 5.348
H -0.022 0.951 6.145
H -0.226 2.431 5.224
H -1.702 -0.309 3.032
H -2.097 1.173 3.898
H -1.776 -0.308 4.791
H 0.314 5.022 0.818
H -1.098 5.619 1.662
H -1.261 4.226 0.598
H 1.401 4.996 3.032
H 0.856 3.989 4.371
H -0.056 5.438 3.931
H -2.309 2.850 2.503
H -2.281 4.461 3.217
H -1.685 3.100 4.142
F -2.391 -1.198 0.862
B -2.738 -1.803 -0.389
F -1.718 -1.392 -1.328
F -3.977 -1.412 -0.813
F -2.614 -3.194 -0.227
C -4.911 3.672 -1.390
C -5.033 2.760 -2.606
C -4.082 1.572 -2.563
N -2.679 1.995 -2.676
C -1.779 1.984 -1.720
S -2.205 1.627 -0.098
N -0.476 2.306 -1.999
C 0.193 2.678 -3.185
O 1.157 3.394 -3.081
C -0.243 2.100 -4.486
C -0.640 0.767 -4.580
C -0.965 0.234 -5.817
C -0.904 1.033 -6.953
C -0.503 2.359 -6.858
C -0.158 2.892 -5.626
H -5.616 4.500 -1.454
H -3.908 4.099 -1.307
H -5.116 3.122 -0.470
H -4.863 3.331 -3.524
H -6.045 2.357 -2.674
H -4.270 0.892 -3.395
H -4.192 1.004 -1.643
H -2.375 2.278 -3.597
H 0.071 2.511 -1.169
H -0.698 0.152 -3.689
H -1.266 -0.802 -5.896
H -1.166 0.617 -7.917
H -0.452 2.976 -7.746
H 0.180 3.916 -5.536
C 0.874 -5.656 4.000
Si -0.075 -4.751 2.684
C -0.877 -5.911 1.473
C -1.369 -3.616 3.392
C 1.252 -3.694 1.763
Te 0.392 -2.441 0.317
C 0.401 -3.837 -1.248
Si 1.864 -3.709 -2.459
C 1.629 -2.109 -3.388
C 3.469 -3.772 -1.510
C 1.715 -5.181 -3.579
H 0.194 -6.221 4.643
H 1.430 -4.961 4.634
H 1.584 -6.362 3.564
H -1.540 -6.585 2.024
H -0.157 -6.533 0.935
H -1.497 -5.371 0.752
H -2.240 -4.208 3.680
H -1.719 -2.876 2.665
H -1.015 -3.088 4.280
H 1.976 -4.334 1.253
H 1.771 -3.061 2.486
H -0.535 -3.659 -1.779
H 0.353 -4.809 -0.756
H 1.192 -1.344 -2.743
H 0.941 -2.268 -4.222
H 2.567 -1.721 -3.789
H 3.521 -3.032 -0.708
H 4.314 -3.587 -2.178
H 3.613 -4.763 -1.070
H 0.756 -5.186 -4.102
H 1.804 -6.115 -3.021
H 2.507 -5.167 -4.333
```

Löwdin atomic charge list, values in e, 4 entries: 0.693 -0.032 -0.121 -0.183

***

Q) Here is a structure of composition C36H65BF4N2ORhSSi2Te from the Open Molecules 2025 dataset. Energies are from the ωB97M-V functional and the def2-TZVPD basis.

Output
⟨S²⟩: 6.02
spin multiplicity: 5
highest occupied orbital energy (alpha / beta): -10.0 / -11.1 eV
net charge: +1
lowest unoccupied orbital energy (alpha / beta): -0.069 / -0.185 Eh

```
114
C36H65BF4N2ORhSSi2Te (the ωB97M-V functional and the def2-TZVPD basis)
Rh 0.577 0.272 -0.211
C 2.233 -1.521 -0.878
C 0.913 -1.954 -1.206
C 0.381 -0.979 -2.130
C 1.411 0.030 -2.284
C 2.547 -0.304 -1.514
C 3.854 0.455 -1.469
C 4.457 0.465 -2.880
C 3.607 1.899 -1.013
C 4.836 -0.215 -0.507
C -0.857 -0.984 -3.043
C -2.185 -0.818 -2.285
C -0.905 -2.271 -3.879
C -0.760 0.164 -4.063
C 0.431 -3.314 -0.692
C 1.071 -3.612 0.676
C -1.081 -3.418 -0.488
C 0.919 -4.410 -1.657
H 2.881 -2.023 -0.182
H 1.366 0.863 -2.968
H 3.791 0.956 -3.592
H 4.641 -0.552 -3.232
H 5.406 1.004 -2.879
H 2.929 2.415 -1.696
H 4.548 2.453 -0.994
H 3.174 1.929 -0.011
H 5.062 -1.237 -0.819
H 4.439 -0.239 0.510
H 5.772 0.343 -0.491
H -2.484 -1.720 -1.761
H -2.984 -0.569 -2.988
H -2.127 -0.029 -1.531
H -1.122 -3.147 -3.276
H 0.043 -2.434 -4.394
H -1.690 -2.189 -4.633
H -0.718 1.149 -3.591
H -1.642 0.144 -4.705
H 0.118 0.059 -4.701
H 0.843 -2.826 1.398
H 2.153 -3.727 0.619
H 0.670 -4.554 1.054
H -1.465 -2.584 0.106
H -1.308 -4.338 0.054
H -1.625 -3.469 -1.426
H 2.006 -4.383 -1.744
H 0.501 -4.303 -2.655
H 0.633 -5.391 -1.272
F -1.727 3.242 1.603
B -0.715 2.326 1.901
F 0.410 2.628 1.069
F -1.187 1.025 1.428
F -0.392 2.257 3.216
C 3.138 -4.331 3.725
C 3.490 -3.181 4.663
C 3.137 -1.820 4.081
N 1.686 -1.707 3.955
C 1.033 -1.019 3.038
S 1.863 -0.050 1.914
N -0.330 -1.110 2.959
C -1.232 -2.111 3.353
O -2.284 -2.188 2.771
C -0.856 -3.027 4.467
C -0.674 -2.527 5.754
C -0.360 -3.395 6.789
C -0.217 -4.753 6.536
C -0.409 -5.250 5.254
C -0.742 -4.390 4.218
H 3.405 -5.291 4.166
H 3.675 -4.235 2.780
H 2.069 -4.354 3.504
H 4.558 -3.185 4.882
H 2.980 -3.307 5.625
H 3.572 -1.697 3.089
H 3.510 -1.009 4.710
H 1.142 -2.194 4.656
H -0.754 -0.439 2.323
H -0.787 -1.465 5.943
H -0.232 -3.013 7.793
H 0.035 -5.428 7.343
H -0.309 -6.309 5.062
H -0.913 -4.768 3.218
C 0.096 7.292 -2.168
Si -0.206 5.504 -2.589
C -1.398 5.326 -4.018
C 1.378 4.583 -2.959
C -0.973 4.715 -1.025
Te -1.352 2.667 -1.225
C -3.263 2.788 -2.082
Si -4.699 2.680 -0.804
C -4.474 1.119 0.188
C -4.626 4.210 0.256
C -6.249 2.621 -1.841
H 0.571 7.808 -3.005
H 0.753 7.388 -1.302
H -0.836 7.812 -1.943
H -0.988 5.825 -4.899
H -2.365 5.788 -3.807
H -1.569 4.282 -4.293
H 1.787 4.891 -3.924
H 1.214 3.502 -3.008
H 2.138 4.771 -2.198
H -1.925 5.173 -0.749
H -0.293 4.785 -0.175
H -3.333 1.957 -2.787
H -3.301 3.730 -2.630
H -3.551 1.132 0.772
H -4.467 0.232 -0.450
H -5.301 1.005 0.893
H -3.712 4.244 0.853
H -5.466 4.221 0.954
H -4.692 5.120 -0.345
H -6.263 1.743 -2.488
H -6.348 3.508 -2.469
H -7.130 2.572 -1.197
```

Löwdin atomic charge list, values in e, 4 entries: 0.810 -0.063 -0.152 -0.183

***

Q) is preferred energetically. Next in line: 0.0087 hartree higher.